{"formula": "C25H30BrF6N2O10S6Sb2Y", "method": "wB97M-V/def2-TZVPD", "symbols": ["Y", "O", "C", "O", "C", "C", "C", "C", "C", "N", "C", "O", "O", "H", "H", "H", "H", "H", "S", "Sb", "S", "S", "S", "F", "C", "F", "F", "S", "O", "O", "N", "S", "O", "O", "C", "F", "F", "F", "C", "C", "C", "Sb", "C", "C", "C", "C", "C", "C", "H", "H", "H", "H", "H", "H", "H", "H", "H", "H", "H", "H", "H", "H", "H", "H", "H", "H", "H", "H", "H", "Br", "C", "C", "C", "C", "C", "C", "C", "O", "O", "H", "H", "H", "H"], "xyz": [[1.731038, 0.953100, -0.472823], [0.149237, 4.704389, -2.957363], [0.904537, 4.012671, -2.081059], [1.811186, 3.264154, -2.431048], [0.606314, 4.283137, -0.651345], [0.069706, 5.468867, -0.161055], [-0.023332, 5.577888, 1.237715], [0.409179, 4.547874, 2.054758], [0.894001, 3.393293, 1.476674], [0.964126, 3.264441, 0.145660], [1.383185, 2.265039, 2.403828], [1.466929, 2.443623, 3.577871], [1.641111, 1.152945, 1.751533], [0.370361, 4.435082, -3.851459], [-0.246265, 6.265240, -0.825758], [-0.366221, 6.534152, 1.642018], [0.359444, 4.642302, 3.120082], [3.352731, 0.961653, 3.594088], [4.819773, 0.577117, 3.469568], [4.971334, 0.618076, 1.060557], [4.031859, 2.584614, 0.071919], [3.622881, -1.085528, 0.180039], [7.203372, 0.343363, 0.666697], [0.470037, -2.647198, -5.528623], [0.137186, -2.699457, -4.230229], [1.009668, -3.516020, -3.619348], [-1.103730, -3.287019, -4.166342], [0.091181, -0.931042, -3.424375], [0.523286, -1.068962, -2.048769], [-1.245418, -0.511527, -3.601068], [1.019061, -0.074195, -4.391069], [2.579089, -0.021036, -4.050613], [3.354990, -1.183560, -4.372121], [2.834764, 0.576977, -2.744802], [3.088429, 1.193137, -5.423549], [2.523739, 2.381950, -5.269458], [2.755997, 0.718556, -6.630914], [4.424615, 1.329029, -5.444415], [0.856478, -5.055057, 1.208747], [0.924187, -3.854694, 2.169855], [2.374049, -3.632867, 2.640067], [0.133996, -2.087051, 1.248269], [-1.735782, -2.892450, 0.520765], [-2.853094, -1.804812, 0.435184], [-1.622167, -3.553611, -0.864158], [-0.705260, -1.241633, 3.030347], [0.416449, -1.016527, 4.074063], [-1.836550, -2.045207, 3.729063], [1.413483, -5.891386, 1.629985], [1.277855, -4.813739, 0.225678], [-0.201597, -5.358050, 1.065207], [0.276035, -4.096128, 3.037197], [3.044916, -3.516471, 1.776267], [2.673294, -4.499499, 3.242174], [2.487443, -2.740838, 3.240734], [-2.048965, -3.611470, 1.265243], [-2.577201, -1.084940, -0.352152], [-2.956303, -1.225206, 1.359699], [-3.784183, -2.306195, 0.205433], [-1.403431, -2.780722, -1.599694], [-2.603285, -3.973169, -1.162699], [-0.859202, -4.308384, -0.955589], [-1.119892, -0.283644, 2.726399], [0.822961, -1.995270, 4.359665], [-0.022008, -0.555925, 4.964719], [1.230980, -0.371626, 3.713175], [-1.520493, -3.059370, 4.009844], [-2.740882, -2.155659, 3.134460], [-2.074973, -1.531244, 4.686592], [-4.830732, 2.828887, 2.517978], [-4.383227, 2.274932, 0.739213], [-5.304795, 2.171223, -0.290934], [-4.802673, 1.871683, -1.556247], [-3.443725, 1.691548, -1.798352], [-2.564985, 1.700461, -0.723696], [-3.048036, 1.996557, 0.548724], [-1.103474, 1.313803, -0.794277], [-0.359204, 1.678392, -1.738209], [-0.675208, 0.670702, 0.194737], [-6.363068, 2.315884, -0.131081], [-5.490600, 1.845954, -2.381343], [-3.115384, 1.492990, -2.807465], [-2.371126, 2.022703, 1.381015]], "forces_ev_per_angstrom": [[0.4, -0.4, -0.3], [-0.2, 0.3, 0.8], [1.6, -1.2, -1.3], [-1.6, 1.2, 0.6], [-0.2, -0.3, 0.6], [0.2, -0.5, 0.6], [0.1, 0.6, -0.7], [-0.4, 0.8, -0.4], [0.0, 0.1, -0.1], [0.2, 0.1, 0.8], [0.0, -2.1, -3.6], [0.1, 0.6, 2.1], [-0.4, 1.5, 0.9], [0.3, -0.3, -0.2], [0.1, -0.1, 0.1], [0.0, -0.4, 0.1], [0.1, -0.1, 0.4], [2.8, -0.7, -0.4], [-2.8, 0.8, 0.4], [0.2, 0.3, -1.0], [0.1, -0.9, 0.4], [-0.2, 0.5, 0.1], [-0.3, 0.1, 0.2], [-0.2, 0.2, 0.5], [-0.4, -0.4, 0.2], [-0.5, 0.5, -0.1], [1.1, 0.7, 0.1], [0.6, -0.1, -0.3], [0.7, -0.3, -0.5], [-1.5, 0.0, -0.6], [0.5, -0.6, 0.6], [0.3, 0.3, 0.3], [-0.3, 0.0, -0.1], [-0.2, 0.1, -0.9], [0.3, -0.4, 0.2], [0.0, 0.1, 0.0], [-0.3, -0.1, 0.2], [-0.4, 0.1, 0.4], [-0.7, 0.4, 0.1], [0.0, -0.7, 0.3], [-0.4, -0.3, -0.4], [0.3, 0.6, -0.6], [-0.6, 0.4, -0.4], [1.3, 0.0, 0.0], [-0.8, 0.6, 0.2], [-0.2, -0.3, 1.1], [-0.2, 0.0, -0.4], [0.5, 0.2, 0.3], [0.1, -0.2, 0.0], [0.0, -0.1, 0.1], [0.6, 0.0, 0.0], [0.3, 0.1, -0.2], [-0.1, -0.1, 0.3], [0.2, 0.0, -0.1], [0.1, 0.2, 0.1], [-0.1, -0.5, 0.2], [-0.3, -0.3, 0.1], [-0.1, -0.1, -0.2], [-0.4, 0.1, -0.2], [0.1, 0.0, 0.0], [0.4, 0.0, 0.1], [0.3, -0.4, 0.1], [0.0, 0.2, -0.1], [0.0, 0.2, 0.1], [0.1, 0.0, 0.1], [-0.3, -0.2, 0.0], [0.1, 0.1, -0.1], [0.0, 0.1, 0.0], [-0.1, -0.2, -0.5], [-0.4, -0.1, -0.3], [0.1, 0.0, 0.3], [0.4, 0.0, 0.0], [0.0, 0.4, 0.2], [-0.3, -0.1, 0.2], [0.1, -0.2, 0.0], [0.0, 0.1, -0.4], [0.0, 0.2, 0.0], [-0.2, 0.0, -0.1], [0.3, 0.2, -0.1], [0.0, 0.1, 0.0], [-0.2, -0.1, -0.3], [0.3, -0.1, 0.0], [0.2, -0.1, 0.2]], "multiplicity": 1, "gap_ha": 0.217, "charge": -2}


{"formula": "C25H30Cl2CrF2N6PS", "method": "wB97M-V/def2-TZVPD", "symbols": ["Cr", "F", "C", "C", "C", "C", "C", "F", "C", "C", "C", "C", "C", "C", "N", "H", "H", "H", "H", "H", "H", "Cl", "C", "C", "C", "C", "C", "Cl", "C", "S", "H", "H", "H", "N", "C", "C", "N", "H", "H", "H", "H", "H", "H", "H", "H", "C", "N", "C", "N", "C", "N", "C", "P", "C", "C", "H", "H", "H", "H", "H", "H", "H", "H", "H", "H", "H", "H", "H"], "xyz": [[0.996694, -2.003429, 0.149537], [-0.754539, 1.877767, 3.438244], [-0.551048, 0.561644, 3.248871], [0.078405, 0.157910, 2.085066], [0.274154, -1.197514, 1.852528], [-0.166895, -2.135505, 2.805106], [-0.784688, -1.663160, 3.962068], [-1.219075, -2.522222, 4.894379], [-0.993388, -0.320932, 4.208884], [0.096121, -3.552947, 2.500080], [-0.185943, -4.640672, 3.323667], [0.190201, -5.911186, 2.932689], [0.845445, -6.087614, 1.723839], [1.071585, -4.975294, 0.944531], [0.699971, -3.737869, 1.301871], [0.413088, 0.909550, 1.384000], [-1.480980, 0.009193, 5.114694], [-0.682423, -4.487725, 4.266278], [-0.015265, -6.756751, 3.575121], [1.183049, -7.059037, 1.393678], [1.590949, -5.073830, 0.001768], [3.256604, -1.997864, 0.798025], [3.822634, -0.370633, 0.427432], [5.070133, -0.020969, 0.901484], [5.526168, 1.263366, 0.653478], [4.727299, 2.154637, -0.044430], [3.484882, 1.754269, -0.502497], [2.537893, 2.933364, -1.374414], [2.982826, 0.466658, -0.296830], [1.418499, -0.046834, -0.944076], [5.669202, -0.734887, 1.448936], [6.499258, 1.570945, 1.008652], [5.064920, 3.162414, -0.240472], [1.223822, -3.104395, -1.761300], [0.003748, -2.792474, -2.548206], [-1.184634, -2.965406, -1.631814], [-1.011734, -2.042693, -0.487642], [2.043945, -2.754429, -2.249017], [1.330120, -4.113672, -1.714156], [-0.081866, -3.417108, -3.437474], [0.081923, -1.753126, -2.872275], [-1.201617, -3.983725, -1.237744], [-2.125579, -2.796730, -2.157360], [-1.669754, -2.271360, 0.251968], [-1.227065, -1.083976, -0.764001], [-0.879686, 4.653159, -1.926634], [-1.582146, 4.403135, -0.578531], [-3.097328, 4.540219, -0.807170], [-3.533896, 3.666800, -1.834430], [-2.814081, 3.931327, -3.078681], [-1.371398, 3.767858, -2.917963], [-0.976096, 2.375262, -2.682208], [-1.724650, 1.655858, -1.139515], [-1.222687, 3.053748, -0.022992], [-3.459961, 2.254821, -1.444876], [0.186805, 4.518819, -1.754572], [-1.093729, 5.690025, -2.186587], [-1.285779, 5.121204, 0.084081], [-3.264606, 5.582089, -1.081047], [-3.582755, 4.321734, 0.143264], [-3.020518, 4.954193, -3.396478], [-3.169171, 3.249549, -3.848822], [0.110000, 2.315482, -2.599518], [-1.267415, 1.769524, -3.541901], [-0.138910, 3.028761, 0.108493], [-1.689178, 2.952211, 0.958052], [-4.063361, 2.097323, -0.548341], [-3.906505, 1.651149, -2.236790]], "forces_ev_per_angstrom": [[0.2, 0.7, -0.4], [0.0, 0.0, 0.0], [0.0, 0.0, 0.0], [0.0, 0.0, 0.0], [-0.1, -0.2, 0.0], [0.0, 0.0, 0.0], [0.0, 0.0, 0.0], [0.0, 0.0, 0.0], [0.0, 0.0, 0.0], [0.0, 0.0, 0.0], [0.0, 0.0, 0.0], [0.0, 0.0, 0.0], [0.0, 0.0, 0.0], [0.0, 0.1, 0.1], [0.0, -0.2, 0.0], [0.0, 0.0, 0.0], [0.0, 0.0, 0.0], [0.0, 0.0, 0.0], [0.0, 0.0, 0.0], [0.0, 0.0, 0.0], [0.0, 0.0, 0.0], [0.1, 0.0, 0.1], [-0.1, -0.1, 0.0], [0.0, 0.1, 0.0], [0.0, 0.0, 0.0], [0.0, 0.0, 0.0], [0.0, 0.1, -0.1], [0.0, -0.1, 0.0], [0.0, 0.0, -0.1], [0.1, -0.3, 0.3], [0.0, 0.0, 0.0], [0.0, 0.0, 0.0], [0.0, 0.0, 0.0], [-0.2, -0.1, 0.1], [0.0, 0.0, 0.0], [0.0, 0.0, 0.0], [0.0, 0.2, -0.2], [0.0, 0.0, 0.1], [0.0, 0.0, 0.0], [0.0, 0.0, 0.0], [0.0, 0.0, 0.0], [0.0, 0.0, 0.0], [0.0, 0.0, 0.0], [0.1, 0.0, 0.1], [-0.1, 0.0, 0.0], [0.0, 0.0, 0.0], [0.0, 0.0, 0.0], [0.0, 0.0, 0.0], [0.0, 0.0, 0.0], [0.0, 0.0, 0.0], [0.0, 0.0, 0.0], [0.0, 0.0, 0.0], [-0.2, -0.1, -0.1], [0.1, 0.0, 0.0], [0.0, 0.1, 0.0], [0.0, 0.0, 0.0], [0.0, 0.0, 0.0], [0.0, 0.0, 0.0], [0.0, 0.0, 0.0], [0.0, 0.0, 0.0], [0.0, 0.0, 0.0], [0.0, 0.0, 0.0], [0.0, 0.0, 0.0], [0.0, 0.0, 0.0], [0.0, 0.0, 0.0], [0.0, 0.0, 0.0], [0.0, 0.0, 0.0], [0.0, 0.0, 0.0]], "multiplicity": 2, "gap_ha": [0.270, 0.297], "charge": 2, "s_squared": 0.77}


{"formula": "C25H30Cl2FHfN3OS", "method": "wB97M-V/def2-TZVPD", "symbols": ["Hf", "C", "N", "C", "N", "S", "H", "H", "H", "H", "H", "H", "C", "C", "C", "C", "C", "C", "N", "C", "C", "C", "C", "C", "C", "H", "H", "H", "H", "H", "H", "H", "H", "H", "H", "C", "O", "C", "C", "H", "H", "H", "H", "H", "H", "Cl", "C", "Cl", "H", "H", "F", "C", "C", "C", "C", "C", "C", "C", "H", "H", "H", "H", "H", "H"], "xyz": [[0.333608, 0.036392, -0.193854], [5.851393, 0.515353, -0.491783], [4.790784, -0.214949, 0.171280], [3.713286, -0.685745, -0.445937], [3.598012, -0.535557, -1.764573], [2.536124, -1.545630, 0.501159], [6.613155, 0.758047, 0.243679], [5.473905, 1.446533, -0.918858], [6.306166, -0.093471, -1.274473], [4.800083, -0.327877, 1.170786], [4.083947, 0.232980, -2.197767], [2.676065, -0.704386, -2.149457], [-3.878884, 2.141497, -3.586407], [-4.346718, 2.000453, -2.285258], [-3.633585, 1.251362, -1.363732], [-2.446120, 0.622163, -1.734396], [-1.981368, 0.762702, -3.035251], [-2.692788, 1.524798, -3.952132], [-1.685215, -0.100922, -0.776742], [-2.308735, -1.152547, -0.066552], [-1.570229, -1.821848, 0.928230], [-2.090161, -2.856858, 1.679905], [-3.388044, -3.297009, 1.441569], [-4.117336, -2.680802, 0.437734], [-3.598312, -1.629783, -0.306643], [-4.433011, 2.731132, -4.304015], [-5.263114, 2.489416, -1.981165], [-3.982189, 1.169638, -0.342482], [-1.044584, 0.300820, -3.319224], [-2.305778, 1.629965, -4.957275], [-0.541108, -1.550921, 1.186000], [-1.480479, -3.307568, 2.451684], [-3.807688, -4.103423, 2.024982], [-5.122713, -3.018747, 0.218716], [-4.200249, -1.181809, -1.084792], [3.003232, 3.199452, -1.440658], [2.498532, 1.935367, -1.093225], [1.067968, 1.675899, -1.194740], [0.279740, 2.912542, -1.538259], [4.063337, 3.203795, -1.174602], [2.532881, 4.026443, -0.904515], [2.912712, 3.402615, -2.515772], [0.408724, 3.305426, -2.552279], [0.518144, 3.720186, -0.838807], [-0.790401, 2.721560, -1.424540], [0.432233, -2.008318, -2.242107], [0.320536, -3.707460, -1.642191], [-1.263479, -4.390667, -1.920238], [0.521842, -3.660292, -0.575750], [1.070822, -4.271873, -2.183656], [-0.325464, -2.002817, 6.332948], [-0.140809, -1.193642, 5.258029], [-1.234254, -0.574813, 4.684198], [-1.024357, 0.237646, 3.582091], [0.244767, 0.446132, 3.030089], [0.413413, 1.236452, 1.772711], [1.313783, -0.192603, 3.661602], [1.134267, -1.011863, 4.769124], [-2.221961, -0.731859, 5.092156], [-1.880803, 0.716044, 3.120155], [1.375162, 1.759010, 1.774255], [-0.374118, 1.994337, 1.715463], [2.316438, -0.049010, 3.273684], [1.968969, -1.501086, 5.251909]], "forces_ev_per_angstrom": [[0.7, 0.8, -0.5], [0.0, 0.0, 0.1], [-0.2, -0.1, -0.1], [-0.3, -0.2, 0.3], [0.0, -0.1, 0.0], [0.1, 0.3, -0.2], [0.0, 0.0, 0.0], [0.0, 0.0, 0.0], [0.0, 0.0, 0.0], [0.0, 0.0, 0.0], [0.0, 0.1, 0.0], [0.0, 0.0, 0.0], [0.0, 0.0, 0.0], [0.0, 0.0, 0.0], [-0.1, 0.2, -0.1], [0.2, -0.2, 0.5], [0.0, 0.1, -0.1], [0.0, 0.0, 0.0], [-0.5, -0.5, 0.4], [0.3, 0.3, -0.3], [0.2, 0.0, 0.1], [-0.2, -0.1, -0.2], [0.2, 0.0, 0.1], [-0.1, 0.0, -0.1], [-0.1, -0.1, 0.0], [0.0, 0.0, 0.0], [0.0, 0.0, 0.0], [0.0, 0.0, 0.0], [0.0, 0.0, 0.0], [0.0, 0.0, 0.0], [-0.2, 0.0, 0.2], [0.0, 0.0, 0.0], [0.0, 0.0, 0.0], [0.0, 0.0, 0.0], [0.0, 0.0, 0.0], [0.1, 0.2, -0.1], [-0.3, -0.1, 0.1], [0.6, 0.1, 0.1], [-0.3, -0.1, 0.0], [0.0, 0.0, 0.0], [0.0, 0.0, 0.0], [0.0, 0.0, 0.0], [0.1, 0.0, -0.1], [-0.1, 0.0, 0.0], [0.0, -0.1, 0.0], [-0.1, -0.2, -0.2], [0.1, 0.3, 0.1], [-0.1, 0.0, 0.0], [0.0, -0.1, -0.1], [0.0, 0.0, 0.0], [0.0, 0.0, 0.0], [-0.1, 0.0, 0.0], [0.2, 0.0, 0.0], [-0.1, 0.0, -0.1], [-0.1, 0.0, -0.2], [-0.1, -0.3, 0.3], [0.1, 0.0, 0.0], [0.0, 0.0, 0.0], [-0.1, 0.0, 0.0], [0.0, 0.0, 0.0], [0.0, 0.0, -0.1], [0.0, 0.1, -0.1], [0.0, 0.0, 0.0], [0.0, 0.0, 0.0]], "multiplicity": 1, "gap_ha": 0.218, "charge": 0}


E in Ha, matching the order above: -7914.1386, -4202.8446, -2676.5312
Energy above the lowest of the compared OMol25 structures with the same formula, charge and spin in kJ/mol, matching the order above: 0.0, 0.0, 81.9